Entry from the Open Molecules 2025 dataset: a structure of composition C22H44BaF2O18V2 (ωB97M-V with the def2-TZVPD basis set).

Summary:
2S+1: 9
Orbital gap (alpha / beta): 6.1 / 4.8 eV
Net charge: +2
Strongest force on any atom: 0.0441 Eh/bohr
<S²>: 20.054

Last column: Löwdin spin population.
CARTESIAN COORDINATES (ANGSTROEM)
1 Ba 13.057 8.188 20.846  0.000
2 V 12.259 -0.657 20.519  2.895
3 V 10.689 5.931 17.630  2.831
4 F 10.425 4.484 16.229  0.046
5 F 11.141 7.116 19.224  0.058
6 C 10.286 2.951 20.212  0.098
7 C 10.467 1.597 20.377  0.011
8 C 10.059 0.678 19.213  0.101
9 O 10.683 -0.387 19.165  0.141
10 C 9.128 1.175 18.237  0.444
11 C 8.679 2.522 18.304  0.030
12 C 9.385 3.478 19.247  0.015
13 O 9.413 4.668 18.973  0.040
14 O 7.720 2.856 17.660  0.212
15 O 11.204 1.011 21.225  0.013
16 H 10.820 3.670 20.820  0.004
17 H 8.702 0.489 17.514  0.015
18 C 13.093 2.587 18.762  0.388
19 C 13.047 4.036 18.862  0.054
20 C 14.079 4.701 19.786  0.020
21 O 14.067 5.943 19.858  0.028
22 C 14.848 3.878 20.633  0.181
23 C 14.865 2.461 20.547  0.016
24 C 13.954 1.790 19.574  0.064
25 O 13.768 0.563 19.493  0.162
26 O 15.547 1.746 21.261  0.005
27 O 12.269 4.733 18.255  0.071
28 H 12.546 2.142 17.935  0.011
29 H 15.530 4.357 21.328  0.007
30 C 18.415 3.607 21.772  0.000
31 O 18.263 5.023 21.981  0.000
32 H 18.108 3.372 20.746  0.000
33 H 19.468 3.332 21.819  0.000
34 H 17.790 3.036 22.451  0.000
35 H 18.940 5.413 21.417  0.000
36 C 11.208 5.354 23.306  0.000
37 O 12.246 5.607 22.348  0.001
38 H 11.607 5.077 24.284  0.000
39 H 10.562 6.219 23.432  0.000
40 H 10.596 4.508 22.988  0.000
41 H 12.576 4.755 22.046  0.001
42 C 16.290 7.480 21.768  0.000
43 O 15.630 8.741 21.578  0.000
44 H 17.368 7.438 21.604  0.000
45 H 16.153 7.205 22.814  0.000
46 H 15.957 6.709 21.077  0.000
47 H 16.264 9.462 21.638  0.000
48 C 17.103 6.006 18.218  0.000
49 O 17.355 4.699 18.674  0.005
50 H 16.042 6.185 17.997  0.000
51 H 17.463 6.764 18.921  0.000
52 H 17.578 6.193 17.255  0.000
53 H 16.863 4.548 19.488  0.002
54 C 15.399 0.746 16.317  0.003
55 O 16.203 1.268 15.285  0.002
56 H 15.696 -0.241 16.689  0.001
57 H 15.246 1.436 17.154  0.002
58 H 14.420 0.576 15.858  0.000
59 H 16.856 1.831 15.713  0.000
60 C 13.821 3.638 14.758  0.000
61 O 12.637 2.942 15.087  0.000
62 H 14.586 3.630 15.549  0.000
63 H 14.238 3.178 13.866  0.000
64 H 13.692 4.701 14.512  0.000
65 H 12.130 3.451 15.735  0.000
66 C 16.761 -0.379 24.196  0.000
67 O 15.689 -0.515 23.252  0.000
68 H 16.657 0.559 24.747  0.000
69 H 16.576 -1.165 24.926  0.000
70 H 17.739 -0.520 23.738  0.000
71 H 15.644 0.283 22.722  0.000
72 C 12.510 -1.576 17.249  0.000
73 O 12.646 -2.130 18.583  0.018
74 H 11.495 -1.775 16.909  0.000
75 H 12.675 -0.504 17.246  0.000
76 H 13.243 -2.066 16.614  0.000
77 H 12.757 -3.080 18.479  0.001
78 C 18.888 0.475 18.976  0.000
79 O 18.468 -0.187 20.156  0.000
80 H 18.619 1.537 19.031  0.000
81 H 19.974 0.412 18.944  0.000
82 H 18.531 0.073 18.022  0.000
83 H 17.534 -0.007 20.294  0.000
84 C 15.283 4.652 24.169  0.000
85 O 14.668 3.387 23.969  0.002
86 H 15.098 4.989 25.188  0.000
87 H 16.371 4.638 24.053  0.000
88 H 14.881 5.370 23.446  0.000
89 H 15.202 2.866 23.359  0.000